Molecular formula: C7H14N2
Method: DFT, ωB97M-V/def2-TZVPD

Structure (ORCA input):
```
! RIJCOSX wB97M-V def2-TZVPD def2/J DEFGRID3
* xyz 0 1
C 0.13 0.87 -2.41
C 0.65 0.90 -1.19
C 2.04 1.40 -0.95
C -0.10 0.45 0.01
C 0.02 1.35 1.21
C -0.78 -0.71 0.02
N -0.88 -1.57 -1.08
C -1.49 -1.26 1.23
N -0.59 -2.15 1.96
H 0.69 1.19 -3.27
H -0.89 0.58 -2.59
H 2.03 2.35 -0.42
H 2.60 0.69 -0.34
H 2.56 1.54 -1.89
H 0.01 2.39 0.89
H 0.96 1.18 1.74
H -0.79 1.21 1.91
H -0.18 -1.39 -1.79
H -0.93 -2.54 -0.81
H -2.34 -1.87 0.89
H -1.90 -0.45 1.85
H 0.22 -1.62 2.27
H -1.05 -2.53 2.78
*
```

Calculated values
- SMILES string = C=C(C)/C(C)=C(\N)CN
- orbital gap (eV) = 8.5854

---

Molecular formula: C5H7N
Method: DFT, ωB97M-V/def2-TZVPD

Structure (ORCA input):
```
! RIJCOSX wB97M-V def2-TZVPD def2/J DEFGRID3
* xyz 0 1
C 2.06 -0.53 -0.21
C -0.05 1.04 0.03
C -0.31 -0.45 0.40
C -1.79 -0.61 0.14
C -2.92 -0.35 -0.47
H 2.27 0.23 0.80
H 2.21 -1.67 0.12
H 2.58 -0.25 -1.29
H 0.65 1.86 0.68
H -0.95 1.35 -0.76
H -0.06 -0.60 1.54
H -4.37 0.15 -0.28
N 0.65 -0.16 -0.69
*
```

Calculated values
- orbital gap (eV) = 9.0290

---

Molecular formula: C29H28N3NdO7
Method: DFT, ωB97M-V/def2-TZVPD

Structure (ORCA input):
```
! RIJCOSX wB97M-V def2-TZVPD def2/J DEFGRID3
* xyz 0 4
C -2.08 -0.27 2.51
C -2.39 -0.49 1.13
C -1.61 -1.57 0.67
H -3.13 0.05 0.53
C -0.75 -1.96 1.72
C -1.00 -1.15 2.84
H -0.11 -2.83 1.67
C 0.05 2.90 -0.25
C -1.23 2.27 -0.54
C -0.98 1.25 -1.49
H -2.19 2.50 -0.03
C 0.39 1.27 -1.86
C 1.01 2.20 -1.00
H -1.70 -2.09 -0.28
H -0.46 -1.18 3.79
H -2.37 0.64 3.11
H 2.08 2.42 -1.05
H -1.74 0.61 -1.98
H 0.23 3.66 0.53
Nd -0.15 1.15 1.70
C 1.00 0.76 -3.18
C 1.64 1.98 -3.89
C -0.10 0.21 -4.10
H 0.91 2.76 -4.08
H 2.06 1.68 -4.84
H 2.44 2.40 -3.28
H -0.86 0.99 -4.32
H -0.61 -0.68 -3.67
H 0.33 -0.09 -5.08
C 2.14 -0.37 -2.99
C 1.85 -1.84 -2.62
H 2.84 0.11 -2.28
H 2.62 -0.36 -3.98
O 1.65 -2.25 -1.49
N 1.96 -2.83 -3.54
C 1.70 -4.16 -2.86
H 2.46 -2.79 -4.43
C 0.25 -4.38 -2.56
C -0.23 -4.93 -1.36
H 0.47 -5.16 -0.56
C -1.58 -5.27 -1.21
H -1.94 -5.76 -0.28
C -2.49 -5.03 -2.25
H -3.55 -5.32 -2.15
C -2.04 -4.38 -3.41
H -2.75 -4.15 -4.22
C -0.69 -4.05 -3.55
H -0.33 -3.60 -4.47
H 2.23 -4.20 -1.90
H 2.09 -4.90 -3.56
O 3.15 2.48 1.30
C 2.56 1.83 2.18
O 2.01 0.62 2.05
C 2.27 2.42 3.56
C 1.52 1.68 4.51
C 1.17 2.29 5.74
C 1.57 3.60 5.99
C 2.30 4.33 5.04
C 2.65 3.73 3.81
N 2.67 5.68 5.28
O 2.35 6.21 6.36
O 3.29 6.29 4.38
N 0.33 1.58 6.63
O -0.10 0.45 6.29
O 0.04 2.11 7.72
H 1.27 0.64 4.35
H 1.27 4.08 6.94
H 3.21 4.28 3.05
*
```

Calculated values
- orbital gap (spin up / spin down) (eV) = 5.5052 / 5.5098

---

Molecular formula: C10H13ClN2O3Zr
Method: DFT, ωB97M-V/def2-TZVPD

Structure (ORCA input):
```
! RIJCOSX wB97M-V def2-TZVPD def2/J DEFGRID3
* xyz 2 1
Cl -4.09 -1.95 1.41
C 1.19 -1.04 -1.77
C 1.88 0.22 -1.73
C 0.91 1.28 -1.87
H 2.96 0.36 -1.64
C -0.38 0.66 -2.06
C -0.20 -0.77 -1.98
H -0.99 -1.51 -2.17
H 1.64 -2.03 -1.74
H 1.11 2.35 -1.99
C -1.66 1.36 -2.33
Zr 0.32 0.13 0.20
C 2.27 0.17 1.47
C 0.41 -2.08 1.06
O 3.13 0.03 2.25
O 0.56 -3.07 1.63
H -1.65 2.39 -1.95
H -2.50 0.83 -1.86
H -1.87 1.43 -3.41
C -0.61 3.06 3.12
N -1.77 2.19 3.15
C -1.99 1.16 2.33
N -3.12 0.49 2.47
O -1.11 0.85 1.41
H 0.32 2.49 3.13
H -0.64 3.69 4.02
H -0.63 3.73 2.25
H -2.49 2.33 3.85
H -3.42 -0.41 1.93
H -3.70 0.75 3.26
*
```

Calculated values
- orbital gap (spin up / spin down) (eV) = 3.2078 / 3.2113

---

Molecular formula: C6H9ClN3O2S
Method: DFT, ωB97M-V/def2-TZVPD

Structure (ORCA input):
```
! RIJCOSX wB97M-V def2-TZVPD def2/J DEFGRID3
* xyz 1 1
C 1.26 0.03 1.38
C 0.11 0.32 0.63
C 1.62 1.73 -0.50
C 1.96 -1.11 -1.54
C -3.18 -0.66 -0.08
C -1.00 -0.49 0.60
N 0.38 1.22 -0.48
N 2.14 2.44 -1.50
N -1.24 -1.35 1.59
O 2.59 -1.91 -2.05
O -1.88 -0.18 -0.40
S 2.53 1.28 0.87
Cl 1.88 -1.66 0.83
H 1.30 -0.11 2.38
H -3.20 -1.78 -0.32
H -3.79 -0.23 -0.96
H -3.61 -0.32 0.95
H 1.63 2.37 -2.33
H 2.92 3.08 -1.38
H -1.83 -2.22 1.36
H -0.36 -1.46 2.25
H -0.23 1.01 -1.29
*
```

Calculated values
- orbital gap (eV) = 8.3484

---

Molecular formula: C47H35F9N5O13
Method: DFT, ωB97M-V/def2-TZVPD

Structure (ORCA input):
```
! RIJCOSX wB97M-V def2-TZVPD def2/J DEFGRID3
* xyz 1 1
C 2.57 -3.71 2.11
C 1.74 -3.50 0.82
C 2.58 -3.63 -0.48
C 1.04 -2.10 0.84
C -0.16 -2.20 1.72
N -0.27 -1.86 3.03
C -1.53 -2.10 3.38
N -1.98 -1.85 4.62
N -2.27 -2.58 2.32
C -3.67 -2.93 2.27
F -4.29 -2.35 3.29
F -4.18 -2.37 1.16
C -3.98 -4.45 2.36
F -3.33 -4.87 3.47
F -5.26 -4.65 2.58
C -3.47 -5.34 1.19
F -3.77 -4.82 0.00
F -2.15 -5.52 1.31
C -4.12 -6.77 1.21
F -4.09 -7.30 2.42
F -3.44 -7.56 0.39
F -5.35 -6.68 0.74
N -1.36 -2.62 1.30
N -1.64 -3.04 0.00
C -1.88 -2.06 -0.75
O -2.25 -1.24 -1.45
H 3.51 -3.15 2.09
H 2.00 -3.36 2.96
H 2.78 -4.77 2.23
H 0.93 -4.24 0.79
H 2.33 -2.81 -1.16
H 2.35 -4.55 -1.01
H 3.65 -3.55 -0.28
H 1.70 -1.30 1.15
H 0.69 -1.85 -0.16
H -1.42 -2.06 5.43
H -2.85 -1.37 4.77
C 1.31 -2.13 -5.32
C 0.80 -2.06 -6.55
C -0.67 -2.05 -6.77
O -1.14 -1.98 -7.89
C -1.55 -2.13 -5.57
C -1.03 -2.20 -4.35
C 0.43 -2.21 -4.13
O 0.89 -2.28 -3.00
H 2.38 -2.14 -5.14
H 1.42 -2.00 -7.43
H -2.61 -2.11 -5.75
H -1.64 -2.26 -3.47
C -0.06 3.94 -0.45
C 0.49 2.77 -0.17
C -0.26 1.51 -0.37
O 0.23 0.42 -0.11
C -1.64 1.60 -0.89
C -2.20 2.78 -1.17
C -1.45 4.05 -0.97
O -1.95 5.12 -1.22
H 0.47 4.88 -0.31
H 1.50 2.68 0.21
H -2.14 0.65 -1.02
H -3.21 2.87 -1.55
C 0.87 4.00 4.71
C -0.17 4.22 5.50
C -1.42 4.84 4.99
O -2.37 5.04 5.71
C -1.45 5.22 3.55
C -0.40 5.00 2.75
C 0.84 4.37 3.27
O 1.79 4.16 2.55
H 1.79 3.54 5.07
H -0.17 3.95 6.55
H -2.36 5.67 3.19
H -0.41 5.26 1.71
C -4.02 1.03 -9.19
C -3.89 0.09 -8.25
C -4.30 0.36 -6.85
O -4.19 -0.50 -5.99
C -4.86 1.69 -6.53
C -4.98 2.63 -7.47
C -4.57 2.37 -8.88
O -4.69 3.22 -9.73
H -3.72 0.86 -10.22
H -3.49 -0.89 -8.46
H -5.15 1.86 -5.51
H -5.39 3.61 -7.26
C 2.14 1.32 5.64
C 1.88 0.46 4.66
C 2.97 -0.32 4.02
O 2.74 -1.10 3.11
C 4.35 -0.11 4.51
C 4.61 0.75 5.50
C 3.52 1.53 6.14
O 3.74 2.32 7.03
H 1.36 1.89 6.12
H 0.88 0.28 4.28
H 5.13 -0.68 4.03
H 5.61 0.92 5.87
C 6.47 4.19 1.25
C 5.18 4.47 1.06
C 4.47 4.01 -0.16
O 3.29 4.26 -0.33
C 5.24 3.23 -1.15
C 6.53 2.95 -0.96
C 7.24 3.41 0.26
O 8.42 3.16 0.43
H 7.00 4.52 2.13
H 4.59 5.03 1.77
H 4.70 2.90 -2.03
H 7.12 2.39 -1.68
*
```

Calculated values
- orbital gap (eV) = 8.0253

---

Molecular formula: C4H5N3O
Method: DFT, ωB97M-V/def2-TZVPD

Structure (ORCA input):
```
! RIJCOSX wB97M-V def2-TZVPD def2/J DEFGRID3
* xyz 0 1
H -1.01 -1.56 0.01
N 0.10 -1.58 0.18
C 0.89 -0.50 0.05
N 2.31 -0.70 0.08
C 0.35 0.87 0.15
O 0.80 1.76 -0.62
C -0.91 0.89 0.78
C -1.75 0.06 -0.05
N -2.41 -0.76 -0.62
H 2.50 -1.74 -0.41
H 2.92 0.12 -0.26
H -1.10 0.54 1.73
H -1.21 1.95 0.77
*
```

Calculated values
- SMILES string = [H]/N=C(/N)C(=O)CC#N
- orbital gap (eV) = 8.4537

---

Molecular formula: C2H10N2O
Method: DFT, ωB97M-V/def2-TZVPD

Structure (ORCA input):
```
! RIJCOSX wB97M-V def2-TZVPD def2/J DEFGRID3
* xyz 0 1
C 1.22 -0.47 0.91
N -0.05 0.25 0.55
C -1.26 -0.46 0.17
N -1.14 -1.66 -0.64
H 2.17 0.18 0.74
H 1.37 -0.92 1.86
H 1.28 -1.31 0.27
H -0.21 0.73 1.47
H -2.04 0.17 -0.27
H -1.74 -0.76 1.30
H -1.99 -1.63 -1.20
H -0.42 -1.59 -1.35
O 1.24 2.26 -1.48
H 0.55 1.97 -0.89
H 1.02 3.26 -1.44
*
```

Calculated values
- SMILES string = CNCN.O
- orbital gap (eV) = 9.5650

---

Molecular formula: C16H10O5
Method: DFT, ωB97M-V/def2-TZVPD

Structure (ORCA input):
```
! RIJCOSX wB97M-V def2-TZVPD def2/J DEFGRID3
* xyz 0 1
C 1.62 3.32 4.94
C 1.01 2.46 3.96
C 1.31 1.17 3.82
C 0.47 0.66 2.74
C -0.31 1.79 2.31
C -1.17 1.70 1.08
C -1.25 0.80 0.00
C -1.59 1.07 -1.48
O -2.44 1.87 -1.87
C -1.18 -0.07 -2.27
C -1.20 -0.37 -3.63
C -0.63 -1.57 -4.15
C -0.15 -2.53 -3.30
C 0.52 -3.76 -3.79
O 0.18 -4.17 -4.85
O 1.48 -4.34 -3.09
C -0.19 -2.26 -1.91
C -0.67 -1.01 -1.44
C -0.77 -0.63 -0.05
O -0.94 -1.50 0.81
O -0.01 2.90 3.11
H 2.02 4.18 4.27
H 0.79 3.80 5.53
H 2.43 3.00 5.62
H 2.06 0.61 4.47
H 0.44 -0.37 2.35
H -1.82 2.57 0.93
H -1.50 0.42 -4.18
H -0.43 -1.53 -5.19
H 1.75 -5.17 -3.57
H 0.18 -3.03 -1.17
*
```

Calculated values
- SMILES string = Cc1ccc(/C=C2/C(=O)c3ccc(C(=O)O)cc3C2=O)o1
- orbital gap (eV) = 7.0648

---

Molecular formula: C5H26N3O6
Method: DFT, ωB97M-V/def2-TZVPD

Structure (ORCA input):
```
! RIJCOSX wB97M-V def2-TZVPD def2/J DEFGRID3
* xyz 0 2
C 0.99 -1.63 1.72
C 0.55 -0.87 0.48
C 1.61 -0.19 -0.33
C 1.37 0.23 -1.80
N -1.58 2.26 -2.26
C -0.32 1.78 -2.24
N -0.03 0.60 -1.90
N -0.57 0.12 0.77
H 0.26 -1.83 2.52
H 1.71 -1.18 2.40
H 1.43 -2.52 1.29
H 0.03 -1.65 -0.02
H 2.57 -0.90 -0.24
H 2.05 0.85 0.10
H 1.57 -0.59 -2.48
H 2.02 1.10 -2.05
H -1.82 3.09 -2.73
H -2.30 1.98 -1.62
H 0.35 2.50 -2.69
H -0.73 0.67 -0.20
H -1.41 -0.44 0.95
H -0.28 0.82 1.50
H 0.03 2.76 1.21
H 0.40 3.45 -0.20
O 0.03 2.58 0.24
H -0.19 2.39 3.71
H 1.07 1.89 3.24
O 0.18 2.09 2.86
H -1.32 -4.17 -2.09
H -0.20 -5.09 -2.41
O -0.39 -4.15 -2.27
H 3.45 1.09 3.46
H 2.47 1.43 4.53
O 2.65 0.81 3.87
H -2.10 -0.98 -2.47
H -1.72 -2.49 -2.61
O -2.36 -1.87 -2.24
H -2.92 -1.79 -0.62
H -3.73 -0.98 0.48
O -2.82 -1.18 0.14
*
```

Calculated values
- orbital gap (spin up / spin down) (eV) = 2.2926 / 9.5283

---

Molecular formula: C8H11P
Method: DFT, ωB97M-V/def2-TZVPD

Structure (ORCA input):
```
! RIJCOSX wB97M-V def2-TZVPD def2/J DEFGRID3
* xyz 0 1
C 2.25 -0.01 0.41
C 1.96 -0.27 -0.90
C 0.47 0.13 -1.22
C -0.56 -0.80 -0.45
C -1.81 0.02 -0.47
C -1.52 1.37 0.14
P 0.25 1.73 -0.14
C 0.99 0.38 1.09
C 0.10 -0.90 0.95
H 3.22 -0.43 0.92
H 2.63 -0.76 -1.56
H 0.13 0.29 -2.33
H -0.85 -1.80 -0.94
H -2.54 -0.53 0.13
H -2.21 0.25 -1.44
H -2.15 2.07 -0.20
H -1.60 1.34 1.28
H 1.12 0.75 2.08
H 0.68 -1.72 0.94
H -0.56 -1.11 1.71
*
```

Calculated values
- SMILES string = C1=C[C@H]2[C@@H]3CCP2[C@H]1C3
- orbital gap (eV) = 9.7696

---

Molecular formula: C2H7N2O
Method: DFT, ωB97M-V/def2-TZVPD

Structure (ORCA input):
```
! RIJCOSX wB97M-V def2-TZVPD def2/J DEFGRID3
* xyz 1 1
C -2.18 -1.29 -0.13
N -0.99 -1.55 0.23
H -3.00 -1.92 0.18
H -2.35 -0.43 -0.76
H -0.14 -0.91 -0.05
H -0.82 -2.38 0.79
C 1.11 1.00 0.09
N 2.04 1.89 -0.21
O 0.95 -0.05 -0.53
H 0.47 1.28 0.93
H 2.71 1.67 -0.94
H 2.19 2.70 0.39
*
```

Calculated values
- orbital gap (eV) = 10.4679